# 1
Formula: C18H41BiN6OP2
Source: the Open Molecules 2025 dataset
Level of theory: the ωB97M-V functional and the def2-TZVPD basis

Values from the calculation:
Net charge: +2
Gap between HOMO and LUMO (alpha / beta) in eV: 6.19 / 4.86
HOMO energy (alpha / beta) in eV: -12.4058 / -12.0816

```
69
C18H41BiN6OP2 | the Open Molecules 2025 dataset | the ωB97M-V functional and the def2-TZVPD basis
Bi 0.2909 0.0284 -0.2161
P -0.9229 0.4129 -2.2513
P 1.9215 -0.7251 1.3746
N 1.8823 -0.5654 -1.6518
C 0.4298 0.1686 -3.4693
H 0.0069 -0.0931 -4.4493
H 0.9626 1.1271 -3.5577
C 1.4043 -0.9063 -2.9698
H 0.9312 -1.9085 -3.0202
H 2.2944 -0.9434 -3.6206
C 2.8567 -1.4874 -1.1184
H 3.6926 -1.5029 -1.8381
H 2.4813 -2.5288 -1.0440
C 3.3479 -0.9993 0.2509
H 3.8545 -0.0302 0.1291
H 4.0505 -1.7113 0.7059
C 1.5925 -2.3326 2.1997
C 0.2207 -2.4218 2.8846
H 0.0549 -3.4589 3.2251
H -0.5982 -2.1581 2.2043
H 0.1601 -1.7682 3.7665
C 2.3420 0.6544 2.4804
C 1.2809 0.8836 3.5672
H 1.4904 1.8328 4.0897
H 1.2970 0.0837 4.3174
H 0.2755 0.9462 3.1531
C -1.4184 2.1592 -2.3144
C -2.6480 2.4559 -1.4412
H -2.7941 3.5475 -1.3725
H -2.5340 2.0705 -0.4282
H -3.5597 2.0273 -1.8743
C -2.2321 -0.8019 -2.6762
C -3.2716 -1.0241 -1.5677
H -3.9281 -1.8649 -1.8527
H -3.9081 -0.1401 -1.4201
H -2.8040 -1.2754 -0.6079
C -0.2897 -2.0006 -0.3981
O -0.5537 -3.1507 -0.5518
C 3.7565 0.5322 3.0753
H 3.8211 -0.2733 3.8167
H 4.5186 0.3599 2.3086
H 4.0097 1.4726 3.5896
C -1.6005 2.6759 -3.7543
H -1.7294 3.7695 -3.7270
H -0.7331 2.4617 -4.3868
H -2.4922 2.2532 -4.2318
C -2.9011 -0.4629 -4.0218
H -3.5125 -1.3237 -4.3421
H -3.5753 0.3967 -3.9282
H -2.1757 -0.2595 -4.8151
C 2.7329 -2.7178 3.1610
H 2.7042 -2.1164 4.0772
H 2.6063 -3.7725 3.4587
H 3.7221 -2.6198 2.7040
H 1.5954 -3.0394 1.3560
H -1.6622 -1.7357 -2.7969
H 2.3364 1.5246 1.8032
H -0.5511 2.6803 -1.8781
H 1.6360 2.5167 -0.8712
H 1.2236 2.6194 -0.2483
N -3.7549 0.8905 3.2947
N -2.6467 1.1820 2.4852
N -2.0781 2.4280 2.4133
C -1.0965 2.2213 1.5601
N -1.0569 0.9524 1.1349
N -2.0758 0.2328 1.7325
H -4.1203 -0.0462 3.3043
H -4.1676 1.6119 3.8563
H -0.3919 2.9864 1.2333
```



# 2
Formula: C18H41F3NO13P2S2
Source: the Open Molecules 2025 dataset
Level of theory: the ωB97M-V functional and the def2-TZVPD basis

Values from the calculation:
Net charge: -1
Gap between HOMO and LUMO in eV: 6.96
HOMO energy in eV: -5.6224

```
80
C18H41F3NO13P2S2 | the Open Molecules 2025 dataset | the ωB97M-V functional and the def2-TZVPD basis
C 1.7051 -5.6778 4.6210
C 3.1481 -6.0000 4.1749
S 3.7983 -4.9285 2.8881
O 4.9353 -5.6435 2.3437
O 2.7804 -4.8346 1.8618
N 4.3611 -3.5160 3.4307
S 3.3699 -2.7349 4.4252
O 1.9956 -2.6231 3.9855
O 3.5343 -3.2161 5.7865
C 4.0430 -1.0662 4.3895
C 3.7280 -0.2793 5.6550
O 2.3595 0.0831 5.7848
C 1.6434 -0.7038 6.6958
C 2.0472 -0.5004 8.1595
F 0.9981 -0.5950 9.0015
F 2.8837 -1.5058 8.5421
F 2.7131 0.6384 8.3903
H 1.1726 -6.6162 4.8018
H 1.1920 -5.1574 3.8136
H 1.7055 -5.0927 5.5375
H 3.1159 -6.9939 3.7249
H 3.8301 -6.0663 5.0226
H 5.1298 -1.2130 4.3786
H 3.8041 -0.5549 3.4580
H 4.2902 0.6583 5.5837
H 4.1369 -0.8289 6.5055
H 1.6609 -1.7652 6.4374
H 0.5983 -0.3877 6.6194
O 1.2221 0.6542 -2.4582
P 0.7499 1.1804 -1.1276
O 1.8855 2.3537 -0.9157
C 1.8152 3.5311 -1.7095
C 0.7701 4.5043 -1.1879
O 1.4199 0.0420 -0.1662
C 1.5905 -1.3136 -0.6107
C 3.0284 -1.5696 -0.9936
O -0.1217 1.7725 0.1249
C -1.2383 0.9894 0.6203
C -0.8515 0.2622 1.8958
H 1.6144 3.2687 -2.7544
H 2.8016 3.9948 -1.6696
H -0.2363 4.0952 -1.2997
H 0.8178 5.4494 -1.7335
H 0.9240 4.6991 -0.1269
H 0.9079 -1.5475 -1.4280
H 1.3241 -1.9630 0.2260
H 3.3770 -0.8684 -1.7540
H 3.1502 -2.5832 -1.3764
H 3.6723 -1.4436 -0.1228
H -1.5940 0.2923 -0.1416
H -2.0451 1.6927 0.8291
H -0.3147 -0.6587 1.6776
H -1.7415 -0.0067 2.4665
H -0.1969 0.8774 2.5123
O -3.5605 1.4455 -3.2331
P -4.1635 1.7765 -4.5513
O -4.9203 0.4179 -5.0228
C -6.0839 -0.0107 -4.3133
C -7.3175 0.7716 -4.7289
O -2.8397 1.7202 -5.5152
C -1.5293 1.9307 -4.9712
C -0.8008 0.6200 -4.7892
O -4.9413 2.7173 -5.6391
C -4.5022 4.0857 -5.8029
C -3.6532 4.2276 -7.0522
H -5.9165 0.0700 -3.2352
H -6.2207 -1.0660 -4.5475
H -7.2391 1.8174 -4.4248
H -8.2127 0.3488 -4.2703
H -7.4335 0.7574 -5.8125
H -1.5815 2.4880 -4.0352
H -0.9824 2.5542 -5.6845
H -1.3685 -0.0734 -4.1676
H 0.1678 0.7788 -4.3241
H -0.6544 0.1267 -5.7526
H -3.9632 4.4311 -4.9176
H -5.4022 4.6930 -5.9027
H -2.6241 3.9299 -6.8618
H -3.6371 5.2657 -7.3876
H -4.0315 3.5924 -7.8521
```



# 3
Formula: C18H41N2NdOP3S
Source: the Open Molecules 2025 dataset
Level of theory: the ωB97M-V functional and the def2-TZVPD basis

Values from the calculation:
Net charge: +3
Gap between HOMO and LUMO (alpha / beta) in eV: 5.64 / 5.74
Energy above the lowest of the compared OMol25 structures with the same formula, charge and spin in eV: 1.4750
HOMO energy (alpha / beta) in eV: -15.6663 / -15.7002
Spin multiplicity: 4

```
67
C18H41N2NdOP3S | the Open Molecules 2025 dataset | the ωB97M-V functional and the def2-TZVPD basis
Nd -0.2794 -0.1314 0.3927
P 1.9726 1.3651 1.9291
P -1.3739 2.4427 -0.6145
P 2.0980 -0.3942 -1.3678
H -1.4813 -5.2817 1.1208
C -0.4216 -5.0469 1.2984
C 0.0276 -4.6536 2.5122
H -0.6509 -4.5580 3.3586
C 1.3212 1.7590 3.5762
C 2.7578 2.9367 1.4852
C 3.4180 0.3690 2.4015
C -2.8370 2.6477 -1.6844
C -1.8697 3.2176 0.9128
C -0.1834 3.5475 -1.3323
C 2.8063 -2.0339 -0.9913
C 3.5613 0.6596 -1.5000
C 1.6238 -0.6306 -3.1198
H 0.2372 -5.1661 0.4230
H 1.0590 -4.3655 2.6743
H 0.8935 0.8662 4.0394
H 0.5421 2.5192 3.4863
H 2.1183 2.1520 4.2119
H 1.9989 3.6440 1.1391
H 3.4837 2.7955 0.6786
H 3.2696 3.3757 2.3469
H 3.0971 -0.4493 3.0539
H 4.1516 0.9726 2.9451
H 3.8978 -0.0636 1.5196
H -3.2754 3.5705 -1.2699
H -3.5140 1.7838 -1.5783
H -2.5738 2.7758 -2.7395
H -2.6157 3.9746 0.6277
H -1.0678 3.7593 1.4315
H -2.3421 2.5485 1.6375
H -0.7658 4.3936 -1.7229
H 0.3623 3.1224 -2.1768
H 0.5565 3.9680 -0.6444
H 3.3437 -2.4009 -1.8715
H 2.0045 -2.7412 -0.7481
H 3.4867 -1.9799 -0.1379
H 4.1708 0.3485 -2.3502
H 4.1739 0.6268 -0.5979
H 3.2489 1.6936 -1.6610
H 2.3784 -1.2741 -3.5936
H 1.5962 0.3500 -3.6188
H 0.6330 -1.1024 -3.2099
C -1.9913 -1.3554 -2.3306
C -2.8189 -0.5692 -3.1751
C -3.1802 -1.1160 -4.4011
C -3.0049 -2.4812 -4.6272
C -2.3598 -3.2927 -3.6877
C -1.7886 -2.7152 -2.5706
O -1.3441 -0.9226 -1.2483
H -1.1106 1.1043 -0.8568
H -2.9695 0.5176 -2.9433
H -3.5009 -0.4448 -5.2140
H -3.1399 -2.9453 -5.6004
H -2.1853 -4.3316 -3.9053
H -1.0870 -3.2672 -1.9199
N -2.5031 0.2046 4.6015
C -1.9443 -0.4092 3.5301
N -0.7959 -1.1174 3.7783
S -2.6326 -0.2274 1.9721
H -2.2121 -0.0205 5.5577
H -3.4084 0.6548 4.4707
H -0.5074 -1.8505 3.1397
H -0.5535 -1.3272 4.7585
```



# 4
Formula: C18H41N2O10P2S2
Source: the Open Molecules 2025 dataset
Level of theory: the ωB97M-V functional and the def2-TZVPD basis

Values from the calculation:
Net charge: +1
Gap between HOMO and LUMO in eV: 8.86
HOMO energy in eV: -11.8531

```
75
C18H41N2O10P2S2 | the Open Molecules 2025 dataset | the ωB97M-V functional and the def2-TZVPD basis
C -1.7373 1.0275 -2.3365
C -1.6692 2.3141 -1.5396
O -0.4704 2.2985 -0.6946
P -0.5258 3.0262 0.7027
O -1.0198 4.4008 0.7663
C 1.2040 2.8851 1.2064
C 1.6801 1.4299 1.1798
C 2.9906 1.0134 1.9102
P 3.8411 2.4386 2.6927
O 3.0840 2.9739 3.8164
O 4.1045 3.3388 1.4063
O 5.3002 1.9044 3.0954
C 2.6466 -0.0401 2.9839
N 3.7651 -0.6827 3.6130
C 4.6672 -1.3217 2.6784
C 5.0403 -0.5043 1.4321
N 3.8802 0.3075 0.8983
O -1.3376 1.9826 1.5960
C -1.3067 2.0902 3.0327
C -2.5948 1.5110 3.6005
H -1.9253 1.2468 -3.3879
H -0.8124 0.4555 -2.2927
H -2.5554 0.4086 -1.9752
H -1.6094 3.2031 -2.1639
H -2.5492 2.4218 -0.9044
H 1.7534 3.4813 0.4798
H 1.2663 3.3498 2.1913
H 0.8901 0.7818 1.5670
H 1.7881 1.1665 0.1211
H 4.7977 4.0017 1.5040
H 5.6507 2.3997 3.8468
H 1.9823 0.4191 3.7149
H 2.0601 -0.8135 2.4669
H 4.2400 -0.0998 4.2864
H 5.6021 -1.5366 3.1949
H 4.2489 -2.2859 2.3749
H 5.8672 0.1774 1.6018
H 5.3272 -1.1787 0.6248
H 4.2494 1.0198 0.2618
H 3.2779 -0.2933 0.3298
H -1.1928 3.1399 3.3117
H -0.4352 1.5404 3.4023
H -3.0946 0.9156 2.8383
H -3.2728 2.2979 3.9263
H -2.3906 0.8782 4.4642
C 3.1300 -2.9664 -2.4628
C 2.5116 -2.9172 -1.0569
C 1.2449 -2.0560 -1.1393
S 0.6437 -2.2233 -2.8363
O 0.7556 -0.9421 -3.4828
O -0.5981 -2.9446 -2.8406
C 1.9794 -3.2662 -3.4161
H 3.9110 -3.7213 -2.5361
H 3.5725 -1.9995 -2.7147
H 2.2504 -3.9267 -0.7370
H 3.2176 -2.5198 -0.3223
H 0.4515 -2.3812 -0.4704
H 1.4408 -0.9932 -0.9925
H 2.1786 -3.0147 -4.4548
H 1.6419 -4.2993 -3.3360
C -6.1260 -2.5576 -2.6216
C -7.4217 -1.7726 -2.3716
C -7.0495 -0.5178 -1.5743
S -5.3527 -0.1277 -2.0325
O -4.5147 -0.2815 -0.8641
O -5.2995 1.0989 -2.7857
C -5.1047 -1.5362 -3.1094
H -6.2682 -3.3519 -3.3525
H -5.7782 -3.0146 -1.6927
H -7.8653 -1.4861 -3.3267
H -8.1571 -2.3688 -1.8341
H -7.6646 0.3472 -1.8094
H -7.0506 -0.6941 -0.5005
H -4.0669 -1.8533 -3.0270
H -5.3174 -1.2031 -4.1251
```



# 5
Formula: C18H41N2P3PbSSe
Source: the Open Molecules 2025 dataset
Level of theory: the ωB97M-V functional and the def2-TZVPD basis

Values from the calculation:
Net charge: +4
Gap between HOMO and LUMO (alpha / beta) in eV: 4.11 / 3.04
Energy above the lowest of the compared OMol25 structures with the same formula, charge and spin in eV: 12.9654
HOMO energy (alpha / beta) in eV: -17.8581 / -17.8749

```
67
C18H41N2P3PbSSe | the Open Molecules 2025 dataset | the ωB97M-V functional and the def2-TZVPD basis
Pb 0.6024 -0.6747 0.4706
P 2.3737 -1.8454 -0.4977
P 1.8720 1.2680 0.8375
P -1.0526 -2.1342 -0.2875
H -5.8415 6.5514 -0.5189
C -6.6133 5.8479 -0.2173
C -7.0477 5.7810 1.0389
H -6.6492 6.4268 1.8170
C 2.8059 -1.4928 -2.2572
C 4.0372 -1.6713 0.2954
C 2.3398 -3.6954 -0.5840
C 0.8754 2.7164 1.3667
C 3.2587 1.4045 2.0635
C 2.7769 1.9946 -0.6004
C -2.7672 -1.5329 -0.0218
C -1.2157 -3.8731 0.3393
C -1.1291 -2.5351 -2.0878
H -7.0117 5.2020 -0.9956
H -7.8195 5.0775 1.3403
H 3.7081 -2.0304 -2.5704
H 2.9538 -0.4187 -2.3916
H 1.9653 -1.7881 -2.8919
H 4.7625 -2.3764 -0.1263
H 3.9420 -1.8560 1.3697
H 4.4130 -0.6545 0.1611
H 3.2574 -4.0795 -1.0435
H 1.4858 -4.0300 -1.1772
H 2.2442 -4.1136 0.4202
H 1.5137 3.4974 1.7951
H 0.1413 2.3907 2.1085
H 0.3376 3.1110 0.5023
H 3.9832 2.1447 1.7070
H 3.7660 0.4437 2.1830
H 2.8863 1.7255 3.0371
H 3.3781 2.8464 -0.2647
H 2.0536 2.3240 -1.3491
H 3.4447 1.2506 -1.0434
H -3.5010 -2.3205 -0.2269
H -2.9417 -0.6829 -0.6856
H -2.8755 -1.1850 1.0087
H -2.0131 -4.3898 -0.2057
H -1.4497 -3.8992 1.4054
H -0.2778 -4.4116 0.1776
H -1.7943 -3.3904 -2.2495
H -0.1340 -2.7855 -2.4647
H -1.4962 -1.6614 -2.6292
C -1.4734 1.7191 -1.5376
C -2.0328 2.1097 -0.3141
C -3.1381 2.9609 -0.2777
C -3.7074 3.4400 -1.4575
C -3.1538 3.0543 -2.6821
C -2.0515 2.2047 -2.7246
Se 0.0499 0.5615 -1.7299
H -0.6119 0.1646 1.1984
H -1.5897 1.7342 0.6044
H -3.5552 3.2500 0.6845
H -4.5680 4.1023 -1.4265
H -3.5841 3.4170 -3.6127
H -1.6289 1.9102 -3.6820
N 2.3333 -3.1300 3.5791
C 2.7049 -3.0578 2.2040
N 3.8151 -3.9621 1.8823
S 1.7640 -1.9913 1.4283
H 2.8243 -3.7617 4.2280
H 1.5672 -2.5589 3.9692
H 4.2733 -4.1003 0.9764
H 4.2150 -4.5424 2.6335
```



# 6
Formula: C18H41O2P3Pm
Source: the Open Molecules 2025 dataset
Level of theory: the ωB97M-V functional and the def2-TZVPD basis

Values from the calculation:
Net charge: +3
Gap between HOMO and LUMO (alpha / beta) in eV: 2.84 / 3.03
HOMO energy (alpha / beta) in eV: -13.9568 / -13.9568
Spin multiplicity: 5

```
65
C18H41O2P3Pm | the Open Molecules 2025 dataset | the ωB97M-V functional and the def2-TZVPD basis
Pm 0.3204 0.6530 1.6465
P -1.9040 0.5221 3.2505
P 0.5062 -1.9624 0.9713
P -1.5314 0.7749 -0.4178
H 2.2377 2.2130 0.7595
C 1.2710 2.6280 0.4136
C 0.3741 3.1811 1.3006
H 0.5975 3.2984 2.3742
C -1.4148 0.7396 4.9927
C -2.9521 -0.9701 3.2624
C -3.0362 1.9326 2.9368
C 1.8202 -2.0547 -0.2687
C 1.0507 -2.8553 2.4444
C -0.9417 -2.8404 0.3577
C -2.0085 2.4788 -0.8868
C -3.1355 -0.0868 -0.3767
C -0.7034 0.1727 -1.9494
H 0.9963 2.2899 -0.6003
H -0.6826 3.3727 1.0693
H -0.7691 1.6355 5.1215
H -0.8767 -0.1597 5.3643
H -2.3658 0.8709 5.5475
H -2.3308 -1.8425 3.5554
H -3.3729 -1.1538 2.2532
H -3.7516 -0.7823 4.0060
H -2.4623 2.8753 3.0256
H -3.8127 1.8684 3.7199
H -3.4713 1.8758 1.9209
H 1.9385 -3.1465 -0.3943
H 2.7434 -1.5756 0.1245
H 1.5120 -1.5462 -1.2062
H 1.1902 -3.8763 2.0391
H 0.2611 -2.8306 3.2268
H 1.9922 -2.4243 2.8482
H -0.5235 -3.8551 0.2449
H -1.2843 -2.4053 -0.5990
H -1.7487 -2.7870 1.1170
H -2.6187 2.3948 -1.8035
H -1.1075 3.0918 -1.0623
H -2.5895 2.9397 -0.0658
H -3.5730 0.0270 -1.3865
H -3.7873 0.3714 0.3909
H -2.9954 -1.1560 -0.1326
H -1.3706 0.4268 -2.7938
H -0.5172 -0.9165 -1.9152
H 0.2719 0.6826 -2.0811
C 2.0995 -1.6851 -5.3996
C 3.2570 -1.7059 -6.2209
C 3.7327 -0.4960 -6.7211
C 3.0738 0.7097 -6.4209
C 1.9295 0.7122 -5.6133
C 1.4347 -0.4873 -5.0997
O 1.5801 -2.8162 -4.8433
H 2.1148 -3.5758 -5.1271
H 3.7466 -2.6576 -6.4350
H 4.6249 -0.4882 -7.3515
H 3.4577 1.6515 -6.8217
H 1.4091 1.6423 -5.3759
H 0.5413 -0.5325 -4.4747
C 2.1067 1.6421 3.9188
O 1.6908 0.2836 3.4929
H 2.8084 1.4832 4.7264
H 1.2600 2.2747 4.2204
H 2.5608 2.1162 3.0541
H 1.1270 -0.1602 4.1471
```



Record order is preserved below.
Maximum force: 7.8; 8.3; 4.4; 0.4; 18.1; 1.8 eV/A
Record order is preserved below.
Total energy: -2010.670228; -3522.126686; -2877.902775; -3051.380027; -4834.418908; -2492.314115 Eh